Entry 1:
11
Properties=species:S:1:pos:R:3:forces:R:3 method="wB97M-V/def2-TZVPD" energy_ev=-35104.942 e_above_lowest_kcal_mol=0.0 e_lumo_ev=-19.6 multiplicity=1 charge=+5 orbital_gap_ev=7.87 homo_energy_ev=-27.5
Ag 16.443024 1.006540 -4.478423 0.3 0.1 -0.5
C 13.341075 0.475595 -3.654920 1.0 1.3 1.0
O 14.558863 0.713163 -3.151213 -0.5 -0.3 -0.6
O 12.703441 -0.490643 -3.072011 -0.3 -0.6 0.3
Ag 10.707612 -1.655125 -3.306271 -0.7 -0.3 -0.3
Ag 16.390541 -0.090569 -1.202711 0.5 0.2 0.3
Ag 11.682574 1.500606 -6.484910 -0.4 0.0 -0.8
O 12.790057 1.268943 -4.476582 0.8 -0.4 0.6
Ag 12.613645 0.819178 -0.762127 -0.4 0.1 0.4
Ag 14.075311 -2.107042 -2.121813 -0.1 -0.5 -0.3
Ag 13.352637 3.664822 -3.975969 -0.1 0.4 -0.2

***

Entry 2:
14
Properties=species:S:1:pos:R:3:forces:R:3 method="wB97M-V/def2-TZVPD" energy_ev=-57513.634 e_above_lowest_kcal_mol=38.9 e_lumo_ev=-1.4 multiplicity=1 orbital_gap_ev=6.47 homo_energy_ev=-7.9
Ba -2.666687 1.353800 -0.859420 -1.1 -1.1 0.1
N -1.665575 -0.597336 0.123859 0.3 0.8 0.4
F -0.190899 0.013169 2.771055 -0.3 0.1 0.8
O -0.643658 2.135750 -1.512311 2.0 0.8 -0.1
F -1.101085 -1.981819 2.761391 -0.3 0.0 0.6
F 1.039640 -1.763640 2.605116 0.2 0.0 0.4
Mg 1.141528 1.593335 -0.425540 -0.5 -1.4 -1.4
S 1.467986 0.476719 -3.018338 -1.0 2.2 0.8
O 2.314590 1.384758 -1.974463 -0.9 -0.4 -0.6
S -0.513193 2.008902 -3.204289 1.7 -1.3 1.1
S -0.287361 -1.051682 0.427498 2.3 -3.4 -3.1
O 0.935380 -0.128620 0.403046 -0.3 2.5 0.1
O 0.296862 -2.214737 -0.377132 -2.2 1.9 2.7
C -0.127528 -1.228599 2.279528 0.1 -0.7 -1.7

***

Entry 3:
6
Properties=species:S:1:pos:R:3:forces:R:3 method="wB97M-V/def2-TZVPD" energy_ev=-157177.606 e_above_lowest_kcal_mol=15.8 e_lumo_ev="0.1 / -1.2" multiplicity=1 orbital_gap_ev="8.96 / 7.20" homo_energy_ev="-8.9 / -8.4"
Br -0.483210 -2.251468 -0.292992 0.1 1.2 -0.2
Br -2.200287 -0.019891 1.090019 -0.5 0.3 0.7
N 2.171195 0.417628 0.369664 -0.3 -1.6 -0.1
C -0.840684 -0.352688 -0.095683 0.1 -0.4 -1.4
Cl -0.958036 0.676147 -1.547366 0.4 -1.1 0.9
O 2.311020 1.530273 0.476359 0.2 1.6 0.1